No. 1
Below is 2 unconnected molecules or ions with the total composition C6H14NO in a non-equilibrium geometry, with properties calculated with ωB97M-V/def2-TZVPD.

The orbital gap (spin up / spin down) comes out at 6.463 / 9.375 eV. The multiplicity is 2. The calculation puts the total energy at -366.908121 hartree. Its LUMO energy (spin up / spin down) is 0.624 / 0.608 eV. The expectation value of S² is 0.7557.

XYZ file:
```
22
Properties=species:S:1:pos:R:3:forces:R:3
C -0.706 0.175 2.901 -0.5 -0.3 -0.1
C -1.331 -0.226 1.539 0.8 -0.9 1.0
C -0.320 -0.684 0.480 -1.2 0.0 -0.9
C 0.381 0.429 -0.268 -0.3 -0.3 0.5
C 1.216 1.277 0.330 0.2 0.2 -0.3
C -1.099 0.619 -2.264 -0.1 -0.3 -0.1
N 0.111 0.518 -1.634 0.2 0.4 -0.3
H -1.030 -0.525 3.671 0.0 -0.1 0.0
H 0.377 0.106 2.882 0.1 0.3 0.0
H -1.059 1.141 3.243 0.3 0.3 0.0
H -1.918 -1.119 1.758 -0.4 0.1 -0.2
H -1.998 0.537 1.149 0.1 0.1 -0.1
H 0.374 -1.445 0.819 0.4 0.1 0.6
H -0.933 -1.261 -0.224 0.2 0.3 -0.3
H 1.608 2.124 -0.219 0.1 0.0 0.0
H 1.539 1.151 1.350 0.0 -0.1 0.1
H -1.074 0.491 -3.330 -0.1 0.0 -0.2
H -2.037 0.778 -1.759 0.2 0.0 0.3
H 0.917 0.590 -2.234 0.0 0.0 0.2
H 1.932 -2.099 -2.303 0.0 0.1 -0.1
H 2.948 -1.330 -3.168 0.0 -0.1 0.0
O 2.100 -1.247 -2.721 0.1 0.0 -0.1
```
Forces are in eV/Å.



No. 2
Below is a gas-phase ion, C6H14NO (charge +1) in a non-equilibrium geometry, with properties calculated with ωB97M-V/def2-TZVPD.

The orbital gap comes out at 11.201 eV. The multiplicity is 1. The calculation puts the total energy at -366.721159 hartree. The SMILES is CC[C@@H](C)[C@H]([NH3+])C=O. The charge is +1. Its LUMO energy is -3.539 eV.

XYZ file:
```
22
Properties=species:S:1:pos:R:3:forces:R:3
C -0.724 -1.742 -1.474 0.3 -0.2 0.4
C 0.633 -1.411 -0.832 1.2 -0.8 -0.7
C 0.579 -0.677 0.514 0.7 0.0 -1.1
C 1.905 -0.936 1.242 -1.0 0.5 1.7
C 0.269 0.840 0.397 -1.1 -0.5 1.0
N -0.824 1.132 1.469 0.9 -0.1 0.2
C -0.377 1.311 -0.882 -0.8 0.2 -1.2
O -1.501 1.751 -0.875 0.1 0.0 0.4
H -0.866 -1.222 -2.422 -0.2 -0.1 0.1
H -1.556 -1.551 -0.784 0.1 0.4 -0.2
H -0.801 -2.817 -1.614 0.1 0.0 -0.4
H 1.252 -2.312 -0.660 -1.0 -0.2 0.4
H 1.375 -1.027 -1.563 -0.7 0.9 0.3
H -0.281 -1.158 0.989 0.1 0.2 0.4
H 2.611 -1.428 0.601 0.6 0.2 0.0
H 1.739 -1.525 2.129 -0.2 -1.2 -0.1
H 2.259 -0.084 1.832 0.6 0.5 -1.0
H 1.129 1.448 0.680 0.0 0.0 -0.2
H -0.880 2.124 1.683 -0.3 0.2 -0.1
H -1.736 0.808 1.151 -0.1 0.2 -0.4
H -0.635 0.641 2.344 0.3 0.0 -0.1
H 0.111 1.231 -1.871 0.5 -0.2 0.6
```
Forces are in eV/Å.



No. 3
Below is a molecular structure, C6H14NO in a non-equilibrium geometry, with properties calculated with ωB97M-V/def2-TZVPD.

The orbital gap comes out at 10.208 eV. The multiplicity is 1. The calculation puts the total energy at -366.652702 hartree. The charge is +1. Its LUMO energy is -3.093 eV.

XYZ file:
```
22
Properties=species:S:1:pos:R:3:forces:R:3
C 0.546 1.376 1.986 0.0 1.3 -2.1
C 0.815 0.281 1.283 0.9 -1.4 3.0
C -2.223 0.515 0.853 -0.3 -2.4 -3.1
C 1.831 -1.767 -1.402 0.5 -1.2 -0.3
C 0.532 0.115 -0.138 -4.1 0.2 0.6
C -1.404 0.648 -0.472 1.6 -3.6 1.3
N 0.629 -1.285 -0.678 -1.9 0.5 1.8
O -1.693 -0.355 -1.478 0.6 0.7 1.0
H 1.050 1.659 2.892 -0.4 -0.4 0.5
H 0.028 2.177 1.417 0.3 -0.2 0.8
H 1.301 -0.497 1.959 -0.3 0.4 -1.6
H -1.672 -0.122 1.513 0.0 -0.3 0.6
H -3.223 0.011 0.623 1.3 0.8 0.3
H -2.364 1.448 1.268 -0.4 1.9 1.0
H 2.710 -1.846 -0.732 -0.8 0.0 -0.1
H 1.525 -2.782 -1.743 0.6 0.7 0.0
H 2.166 -1.152 -2.250 -0.8 0.0 0.3
H 1.034 0.902 -0.599 1.0 0.5 -1.9
H -1.389 1.612 -0.872 0.3 1.4 -0.8
H -0.330 -1.413 -1.148 1.3 0.3 -0.5
H 0.464 -1.881 0.182 0.7 0.6 -1.1
H -2.571 -0.259 -1.858 -0.1 0.1 0.1
```
Forces are in eV/Å.



No. 4
Below is 2 unconnected molecules or ions with the total composition C6H14NO in a non-equilibrium geometry, with properties calculated with ωB97M-V/def2-TZVPD.

The orbital gap comes out at 8.978 eV. The multiplicity is 1. The calculation puts the total energy at -366.731761 hartree. The charge is +1. Its LUMO energy is -3.216 eV.

XYZ file:
```
22
Properties=species:S:1:pos:R:3:forces:R:3
C 1.719 -0.677 -0.937 0.5 1.6 0.4
C 1.993 0.414 0.120 -0.6 -0.5 0.2
C 0.781 0.635 1.010 1.0 0.3 0.8
C -0.224 1.450 0.703 -0.1 -0.5 -0.9
C -1.441 1.689 1.457 -0.1 -0.3 0.3
C -2.544 2.214 0.934 0.1 0.6 0.0
N 1.082 -1.866 -0.305 0.5 -0.9 -0.4
H 2.634 -0.913 -1.467 -0.1 -0.5 -0.1
H 1.025 -0.203 -1.598 -0.5 -0.4 -0.7
H 2.844 0.123 0.728 0.2 0.1 0.1
H 2.234 1.343 -0.388 0.2 0.0 -0.2
H 0.925 0.253 2.020 -0.5 -0.1 0.0
H -0.197 1.828 -0.315 -0.1 0.4 -0.1
H -1.461 1.312 2.476 0.0 0.0 0.0
H -2.567 2.703 -0.035 0.1 -0.3 -0.1
H -3.455 2.285 1.507 -0.1 0.0 0.1
H 1.529 -2.747 -0.579 0.4 0.3 0.3
H 0.132 -2.034 -0.648 -0.7 0.5 0.1
H 1.119 -1.767 0.708 -0.3 -0.2 0.0
H -1.816 -1.616 -2.374 0.1 -0.1 0.1
H -1.543 -3.126 -2.383 0.0 0.2 0.1
O -1.313 -2.307 -1.921 0.1 0.0 -0.1
```
Forces are in eV/Å.



No. 5
Below is a gas-phase ion, C6H14NO2 (charge +1) in a non-equilibrium geometry, with properties calculated with ωB97M-V/def2-TZVPD.

The orbital gap comes out at 12.165 eV. The multiplicity is 1. The calculation puts the total energy at -441.916996 hartree. The SMILES is CC[C@]1(O)C[N@+]1(C)CO. The charge is +1. Its LUMO energy is -2.768 eV.

XYZ file:
```
23
Properties=species:S:1:pos:R:3:forces:R:3
C -1.972 1.066 -1.603 2.8 -0.4 -0.4
C -0.658 1.144 -0.789 1.6 -2.5 -1.9
C -0.038 -0.260 -0.650 -2.2 0.7 1.3
O 0.506 -0.708 -1.775 1.1 0.2 -1.1
C -0.584 -1.300 0.301 -0.2 4.3 0.7
N 0.704 -0.625 0.662 -0.4 1.7 1.3
C 2.008 -1.233 0.651 0.3 -4.3 0.7
C 0.749 0.394 1.843 1.2 -2.8 -0.3
O -0.509 0.731 2.175 -1.1 0.5 1.1
H -2.669 0.374 -1.266 -1.2 -1.2 1.3
H -1.729 0.674 -2.592 -0.1 0.7 -0.2
H -2.382 2.022 -1.583 -0.9 1.5 -0.5
H -0.725 1.431 0.200 -0.6 1.7 1.6
H 0.177 1.645 -1.362 -1.2 0.5 0.7
H 0.819 0.093 -2.268 -0.2 -1.2 0.2
H -1.472 -1.149 0.952 1.0 0.1 -0.5
H -0.455 -2.180 -0.131 0.6 -4.3 -1.2
H 2.810 -0.616 1.083 -0.5 -0.1 -0.5
H 1.968 -2.290 1.192 0.0 2.4 -0.3
H 2.188 -1.639 -0.322 0.6 0.6 -0.9
H 1.323 -0.232 2.639 -1.0 1.5 -1.0
H 1.316 1.197 1.405 0.6 0.5 0.2
H -0.518 1.088 3.079 -0.2 -0.2 -0.3
```
Forces are in eV/Å.



No. 6
Below is 2 unconnected molecules or ions with the total composition C6H14NO2 in a non-equilibrium geometry, with properties calculated with ωB97M-V/def2-TZVPD.

The orbital gap comes out at 8.021 eV. The multiplicity is 1. The calculation puts the total energy at -441.940605 hartree. The charge is +1. Its LUMO energy is -3.329 eV.

XYZ file:
```
23
Properties=species:S:1:pos:R:3:forces:R:3
C 1.296 -1.383 2.113 -0.1 2.1 -0.5
C 0.221 -0.227 2.053 1.4 -0.4 0.6
C -0.420 0.220 0.758 0.4 0.5 1.6
C 0.237 0.489 -0.369 -0.4 -0.1 0.0
C -0.180 1.484 -1.357 0.8 -1.1 0.2
C -0.942 2.521 -1.018 -0.2 0.6 -1.4
O -1.192 3.435 -1.991 0.0 0.0 0.0
N 1.394 -2.165 0.830 0.5 -1.5 -0.3
H 1.020 -1.905 3.023 0.4 -1.1 -0.6
H 2.285 -0.934 2.255 -0.2 -0.3 0.0
H -0.478 -0.479 2.850 -0.5 0.1 -0.5
H 0.805 0.622 2.472 -0.6 -0.2 -0.3
H -1.339 0.732 1.029 -0.3 -0.1 -0.6
H 1.197 -0.005 -0.534 0.0 0.4 -0.1
H 0.310 1.387 -2.333 -0.5 0.5 0.3
H -1.464 2.692 -0.083 0.4 -0.2 0.2
H -1.499 4.273 -1.639 -0.2 0.0 0.2
H 1.233 -3.178 0.968 -0.4 0.6 -0.1
H 2.331 -2.145 0.413 0.1 0.2 0.5
H 0.803 -1.849 0.037 -0.7 -0.1 0.7
H -1.166 -2.822 -1.842 -0.4 0.8 0.3
H -0.220 -3.776 -1.362 0.2 -0.2 0.5
O -0.627 -2.954 -1.049 0.3 -0.7 -0.8
```
Forces are in eV/Å.



No. 7
Below is a gas-phase ion, C6H14NO2S (charge -1) in a non-equilibrium geometry, with properties calculated with ωB97M-V/def2-TZVPD.

The orbital gap comes out at 7.053 eV. The multiplicity is 1. The calculation puts the total energy at -840.350316 hartree. The SMILES is CCC(C(C)C)=[S@](N)(=O)[O-]. The charge is -1. Its LUMO energy is 3.728 eV.

XYZ file:
```
24
Properties=species:S:1:pos:R:3:forces:R:3
C 1.394 2.444 0.202 -1.5 0.6 -0.5
C 0.135 1.683 0.519 -1.3 -1.4 -2.6
C -0.080 0.416 -0.752 -0.3 2.1 3.9
C 0.830 -0.740 -0.451 2.5 -0.1 0.2
C 0.701 -1.759 -1.583 2.3 1.6 -0.2
C 0.703 -1.560 0.876 -0.3 1.1 0.2
S -1.726 0.039 -0.583 0.5 -1.9 0.2
N -2.228 -0.249 1.142 -0.9 1.3 0.2
O -2.072 -1.223 -1.211 -0.1 -0.2 -0.3
O -2.515 1.173 -0.958 -1.0 1.0 0.4
H 1.364 3.417 0.651 0.4 0.6 0.7
H 2.126 1.834 0.551 3.0 -1.2 1.3
H 1.618 2.613 -0.839 -0.5 -0.2 -0.6
H -0.668 2.380 0.293 -0.5 -0.3 0.4
H 0.066 1.327 1.600 0.2 0.2 -1.5
H 1.920 -0.206 -0.354 -2.1 -1.5 -0.9
H 1.514 -2.444 -1.504 0.4 -1.1 0.2
H -0.259 -2.169 -1.558 -1.2 -0.9 -0.1
H 0.875 -1.253 -2.520 -0.3 0.2 -0.6
H -0.216 -1.221 1.302 -1.0 -0.5 0.4
H 1.374 -1.165 1.626 0.8 -0.2 0.2
H 0.760 -2.660 0.827 0.0 0.5 -0.2
H -2.617 -1.093 1.620 0.8 0.4 -1.6
H -3.001 0.416 1.102 0.1 0.0 0.6
```
Forces are in eV/Å.



No. 8
Below is a gas-phase ion, C6H14NO2S (charge -1) in a non-equilibrium geometry, with properties calculated with ωB97M-V/def2-TZVPD.

The orbital gap comes out at 6.802 eV. The multiplicity is 1. The calculation puts the total energy at -840.377204 hartree. The SMILES is CCC(C(C)C)=[S@](N)(=O)[O-]. The charge is -1. Its LUMO energy is 3.692 eV.

XYZ file:
```
24
Properties=species:S:1:pos:R:3:forces:R:3
C 0.047 -0.089 -2.585 -2.6 -1.9 -2.5
C -0.714 0.372 -1.411 -0.6 -0.1 3.1
C -0.242 -0.459 -0.017 -3.1 1.2 -2.1
C 0.806 -0.013 0.891 1.6 0.2 3.0
C 1.483 1.251 0.484 -0.6 1.9 0.1
C 1.887 -1.095 0.952 2.6 1.7 2.2
S -1.642 -0.923 0.753 -1.5 0.3 -0.1
N -2.737 0.483 1.027 1.0 0.9 1.2
O -1.500 -1.398 2.132 0.6 -0.3 -0.5
O -2.483 -1.700 -0.140 0.0 -0.3 0.2
H 1.018 -0.076 -2.270 2.9 -0.3 0.3
H -0.263 -1.187 -2.910 0.7 2.2 0.6
H -0.061 0.617 -3.448 0.0 -0.6 0.4
H -1.817 0.298 -1.496 0.7 -0.3 -0.1
H -0.560 1.469 -1.335 0.2 -0.3 0.4
H 0.499 0.104 2.043 0.1 -0.2 -2.3
H 2.355 1.513 1.112 -0.3 -0.2 -0.4
H 1.720 1.162 -0.556 0.9 -0.1 -0.7
H 0.796 2.131 0.458 0.3 -0.5 0.4
H 2.537 -1.197 0.088 -0.5 -0.2 -0.5
H 1.453 -1.953 1.311 -1.2 -2.5 -0.1
H 2.652 -0.954 1.823 -0.9 0.5 -1.1
H -2.107 1.342 1.092 -1.1 -1.5 0.1
H -3.128 0.302 2.000 0.7 0.4 -1.6
```
Forces are in eV/Å.



No. 9
Below is a gas-phase ion, C6H14NO2S (charge +1) in a non-equilibrium geometry, with properties calculated with ωB97M-V/def2-TZVPD.

The orbital gap comes out at 11.885 eV. The multiplicity is 1. The calculation puts the total energy at -840.059047 hartree. The SMILES is C[N+](C)(C)S(=O)(=O)C1CC1. The charge is +1. Its LUMO energy is -3.362 eV.

XYZ file:
```
24
Properties=species:S:1:pos:R:3:forces:R:3
C -0.967 -1.204 0.149 -0.5 -3.2 -0.3
N -1.138 0.294 0.100 0.4 -2.7 1.0
C -2.172 0.913 0.914 -1.4 -0.3 3.7
C -1.378 0.713 -1.260 1.9 0.3 -4.1
S 0.459 0.928 0.885 1.8 -0.2 -1.2
O 0.420 0.463 2.206 0.0 -1.6 1.0
O 0.359 2.293 0.668 -0.6 3.1 -0.9
C 1.908 0.424 -0.098 -2.1 -0.3 -0.8
C 3.164 0.272 0.667 1.7 0.5 -0.9
C 2.557 -0.905 -0.017 0.4 -2.8 -0.1
H -0.304 -1.534 -0.689 -0.6 0.8 0.4
H -0.409 -1.698 1.029 -1.4 1.6 -0.7
H -1.964 -1.778 -0.038 1.6 1.4 0.6
H -2.227 1.906 0.605 0.3 1.9 -0.2
H -3.189 0.586 0.723 0.2 -1.0 -0.4
H -2.050 0.897 2.085 0.3 -0.3 -2.5
H -0.886 1.724 -1.343 -1.1 -0.8 -0.2
H -0.824 0.030 -1.991 -0.2 0.9 1.2
H -2.392 0.620 -1.760 0.7 0.5 1.8
H 1.936 0.868 -1.109 -0.3 0.2 0.9
H 3.185 0.377 1.738 -0.2 -0.3 0.1
H 4.017 0.732 0.158 -0.3 0.0 0.4
H 2.944 -1.405 -0.988 -0.4 1.4 1.8
H 2.208 -1.702 0.679 -0.1 0.9 -0.6
```
Forces are in eV/Å.



No. 10
Below is C6H14NO3PS2 in the gas phase in a non-equilibrium geometry, with properties calculated with ωB97M-V/def2-TZVPD.

The orbital gap comes out at 8.875 eV. The multiplicity is 1. The calculation puts the total energy at -1655.089866 hartree. The SMILES is CC[C@H](OC)P(S)N[C@@]1(OC)OS1. Its LUMO energy is 0.459 eV.

XYZ file:
```
27
Properties=species:S:1:pos:R:3:forces:R:3
C 0.482 -3.404 -0.397 2.5 -1.2 0.1
C 1.190 -2.347 -1.285 -2.9 -0.1 0.7
C 0.990 -0.928 -0.817 -2.3 -1.8 3.5
O 1.527 -0.681 0.511 0.4 0.0 -1.1
C 2.825 -0.077 0.421 -2.0 -1.8 -3.0
P -0.839 -0.550 -0.277 1.2 0.5 -0.5
S -1.993 -0.739 -2.086 -0.6 -1.0 1.2
N -0.573 1.191 -0.308 -0.6 -1.5 -3.8
C -1.020 2.007 0.665 -0.6 2.6 -0.1
O -2.295 2.524 0.458 0.9 -0.4 1.0
C -2.728 3.344 1.563 -0.6 1.2 0.4
O -0.504 1.896 1.896 -0.5 -1.0 0.3
S 0.300 3.256 1.186 0.5 0.7 0.0
H 0.762 -3.189 0.620 -0.3 0.4 0.6
H 0.894 -4.487 -0.463 -0.8 1.8 -0.7
H -0.567 -3.397 -0.507 -1.2 -0.1 -0.1
H 0.812 -2.365 -2.282 -0.5 -0.2 -1.0
H 2.175 -2.569 -1.370 3.3 -0.6 -0.1
H 1.375 -0.214 -1.442 0.7 1.8 -1.9
H 2.854 0.662 -0.347 -0.2 1.4 0.0
H 3.548 -0.767 0.089 1.0 -1.5 -0.4
H 3.067 0.150 1.354 1.1 1.8 3.9
H -2.953 -1.438 -1.346 0.7 0.7 -1.0
H -0.820 1.518 -1.311 0.5 -0.2 2.5
H -2.163 4.428 1.510 -1.6 -2.8 0.3
H -2.453 2.761 2.504 -0.5 1.3 -1.0
H -3.893 3.415 1.459 2.4 0.1 0.2
```
Forces are in eV/Å.